No. 1
Below is one molecule with the formula C4H8O2 at a distorted geometry, with properties calculated with ωB97M-V/def2-TZVPD.

Results
- Total charge: 0
- Orbital gap: 9.4 eV
- Spin multiplicity: 1
- LUMO energy: 0.5 eV

Structure (XYZ):
```
14
C4H8O2, DFT ωB97M-V/def2-TZVPD
O 1.308 1.685 0.084
O 1.005 -1.376 0.057
C -0.263 -1.378 -0.628
C 0.943 -0.832 1.235
C -0.659 0.123 -0.654
C -0.027 1.274 0.289
H -0.948 -2.048 -0.086
H -0.241 1.214 1.371
H -0.388 0.497 -1.640
H 1.897 1.186 0.672
H -0.622 2.103 -0.083
H -1.746 0.206 -0.532
H -0.140 -0.842 1.543
H -0.119 -1.813 -1.629
```

***

No. 2
Below is one molecule with the formula C4H8O2 at a distorted geometry, with properties calculated with ωB97M-V/def2-TZVPD.

Results
- SMILES: COC[C@H]1CO1
- Total charge: 0
- Orbital gap: 10.1 eV
- Spin multiplicity: 1
- LUMO energy: 1.0 eV

Structure (XYZ):
```
14
C4H8O2, DFT ωB97M-V/def2-TZVPD
O -2.112 -0.711 -0.708
O 0.771 1.103 0.094
C -0.756 0.906 0.405
C -0.835 -1.222 -0.801
C -0.679 0.206 -0.834
C 1.673 0.229 0.757
H 2.168 0.816 1.533
H -1.289 1.869 0.429
H -0.617 -1.709 -1.746
H -0.419 -1.766 0.053
H 2.433 -0.161 0.058
H 1.164 -0.629 1.216
H -0.525 0.794 -1.734
H -0.976 0.275 1.278
```

***

No. 3
Below is one molecule with the formula C4H8O2 at a distorted geometry, with properties calculated with ωB97M-V/def2-TZVPD.

Results
- SMILES: C/C(O)=C\CO
- Total charge: 0
- Orbital gap: 9.7 eV
- Spin multiplicity: 1
- LUMO energy: 0.8 eV

Structure (XYZ):
```
14
C4H8O2, DFT ωB97M-V/def2-TZVPD
O 0.746 -1.216 1.653
O 0.917 0.370 -2.092
C -0.408 0.160 -1.623
C 0.115 -0.394 0.764
C -0.173 -0.784 -0.487
C -0.369 0.848 1.449
H 1.112 -1.966 1.163
H -0.860 1.118 -1.322
H 0.422 1.332 2.030
H -1.152 0.541 2.152
H -0.799 1.569 0.752
H 1.328 0.472 -1.200
H 0.135 -1.778 -0.816
H -1.014 -0.273 -2.422
```

***

No. 4
Below is a 2-piece molecular cluster, C4H8O2 overall at a distorted geometry, with properties calculated with ωB97M-V/def2-TZVPD.

Results
- Total charge: 0
- Orbital gap: 11.4 eV
- Spin multiplicity: 1
- LUMO energy: 1.1 eV

Structure (XYZ):
```
14
C4H8O2, DFT ωB97M-V/def2-TZVPD
O 1.930 -2.365 -1.047
O 0.919 -0.242 0.833
C 2.643 -1.676 -0.493
C -0.455 1.630 0.177
C -0.072 0.182 -0.099
C -1.242 -0.774 0.059
H -1.588 -0.766 1.098
H -2.075 -0.483 -0.591
H -1.247 1.972 -0.498
H -0.938 -1.794 -0.194
H 0.317 0.093 -1.128
H 0.409 2.294 0.051
H 1.764 0.159 0.591
H -0.805 1.720 1.211
```

***

No. 5
Below is one molecule with the formula C4H8O2 at a distorted geometry, with properties calculated with ωB97M-V/def2-TZVPD.

Results
- SMILES: CCOCC=O
- Total charge: 0
- Orbital gap: 10.9 eV
- Spin multiplicity: 1
- LUMO energy: 0.8 eV

Structure (XYZ):
```
14
C4H8O2, DFT ωB97M-V/def2-TZVPD
O 3.189 0.061 0.638
O -0.254 0.637 0.347
C 2.051 -0.072 1.065
C 1.135 0.881 0.394
C -2.211 -0.396 -0.588
C -0.691 -0.372 -0.552
H -0.279 -0.148 -1.543
H -2.561 -1.143 -1.311
H -0.307 -1.355 -0.238
H 2.097 0.931 -0.350
H 1.816 -0.836 1.814
H -2.603 0.581 -0.887
H 1.245 1.878 0.817
H -2.627 -0.649 0.392
```

***

No. 6
Below is one molecule with the formula C4H8O2, with properties calculated with ωB97M-V/def2-TZVPD.

Results
- SMILES: CC(C)(O)C=O
- Total charge: 0
- Orbital gap: 10.9 eV
- Spin multiplicity: 1
- LUMO energy: 0.8 eV

Structure (XYZ):
```
14
C4H8O2, DFT ωB97M-V/def2-TZVPD
O 0.417 0.099 -1.631
O -0.217 -2.273 -0.768
C 1.117 -0.026 0.753
C -0.937 1.246 -0.042
C -0.564 -1.356 -0.056
C -0.040 0.036 -0.307
H 2.011 0.364 0.271
H -1.083 -1.519 0.907
H -1.417 1.186 0.940
H 0.478 -0.832 -1.914
H 1.355 -1.044 1.096
H -1.708 1.384 -0.808
H 0.865 0.554 1.644
H -0.305 2.143 -0.055
```

***

It is found that the HOMO values, taken in the order of the records, are -8.8, -9.2, -8.9, -10.4, -10.1, -10.0 eV.